{
  "formula": "C9H9ClO",
  "method": "ωB97M-V/def2-TZVPD",
  "de_lowest_kcal_mol": 31.3,
  "gap_ha": 0.348,
  "total_energy_ev": -24047.4931,
  "smiles": "C=CC(=O)c1ccccc1.Cl",
  "homo_ev": -9.69,
  "total_charge": 0,
  "symbols": ["C", "C", "C", "O", "C", "C", "C", "C", "C", "C", "H", "H", "H", "H", "H", "H", "H", "H", "Cl", "H"],
  "xyz": [[-0.84373, 3.36622, -0.21783], [-1.06990, 2.03707, -0.23298], [0.12477, 1.24955, -0.77460], [1.04575, 1.79398, -1.40648], [0.21715, -0.22607, -0.48943], [1.04181, -1.06730, -1.23491], [1.16464, -2.39590, -1.01714], [0.31796, -2.98763, -0.09444], [-0.59648, -2.25193, 0.66041], [-0.58712, -0.87140, 0.46580], [-1.59615, 4.05251, 0.10411], [0.05439, 3.78216, -0.64849], [-1.99650, 1.64031, 0.19929], [1.78920, -0.53099, -1.94659], [2.03170, -2.98167, -1.49355], [0.46197, -4.08635, 0.05041], [-1.02427, -2.87496, 1.50839], [-1.21503, -0.28479, 1.09118], [0.48826, 1.93176, 2.66907], [0.19158, 0.70544, 2.80778]]
}

{
  "formula": "C9H9F3OSe",
  "method": "ωB97M-V/def2-TZVPD",
  "gap_ha": 0.307,
  "total_energy_ev": -85020.1541,
  "homo_ev": -8.24,
  "total_charge": 0,
  "symbols": ["C", "C", "C", "C", "C", "C", "C", "C", "C", "O", "F", "F", "F", "Se", "H", "H", "H", "H", "H", "H", "H", "H", "H"],
  "xyz": [[-1.96532, 2.62495, -0.15880], [-2.22822, 1.29338, -0.01349], [-0.65896, 3.14777, -0.02427], [-1.14586, 0.39199, 0.10832], [0.36829, 2.25017, 0.29154], [0.12985, 0.92405, 0.19545], [-0.45887, -3.45517, 0.47078], [0.66999, -1.66876, 1.46577], [2.52530, 0.18966, -1.16411], [-0.53979, -2.16562, 0.98900], [2.56825, -1.08323, -1.66782], [1.85647, 0.89288, -2.05952], [3.83304, 0.54729, -1.22548], [1.55999, -0.29530, 0.72994], [-2.78092, 3.30492, -0.42393], [-3.24082, 0.98991, -0.21882], [-0.47521, 4.22215, -0.19535], [-1.25345, -0.72942, -0.01707], [1.36562, 2.58912, 0.30413], [0.28693, -4.05916, 0.91345], [-0.38817, -3.37739, -0.69448], [-1.46334, -3.96513, 0.60330], [1.43522, -2.56907, 1.79144]]
}

{
  "formula": "C9H9FN3S",
  "method": "ωB97M-V/def2-TZVPD",
  "de_lowest_kcal_mol": 26.7,
  "gap_ha": [0.249, 0.249],
  "total_energy_ev": -27490.5466,
  "homo_ev": [-11.17, -11.17],
  "total_charge": 1,
  "symbols": ["C", "C", "C", "C", "C", "C", "C", "C", "C", "N", "N", "N", "F", "S", "H", "H", "H", "H", "H", "H", "H", "H", "H"],
  "xyz": [[-0.47177, -1.23120, 0.13740], [-1.68455, -1.14033, 0.24541], [2.59394, 0.71471, -0.00435], [1.84276, -1.99982, -0.03433], [0.86971, -1.01152, -0.06424], [1.29555, 0.35341, 0.00654], [3.50036, -0.44921, -0.10531], [-3.03799, -0.97322, 0.35448], [-3.49314, 1.62201, 0.68142], [3.10627, -1.72956, -0.11579], [4.85229, -0.37023, -0.25728], [-3.17526, 2.34266, -0.39714], [0.38054, 1.28762, -0.11737], [-4.17749, -2.05624, -0.16243], [3.01295, 1.72080, -0.06926], [1.63670, -3.07183, -0.01156], [-4.45376, 1.19548, 0.79297], [-2.60600, 1.50357, 1.33499], [5.33778, 0.47487, -0.48019], [5.48797, -1.16734, -0.28511], [-2.32358, 2.83260, -0.22362], [-3.44644, 2.29078, -1.35673], [-5.04684, -1.13798, 0.13149]]
}

{
  "formula": "C9H9FNO4S",
  "method": "ωB97M-V/def2-TZVPD",
  "gap_ha": 0.257,
  "total_energy_ev": -32708.6346,
  "homo_ev": -3.75,
  "total_charge": -1,
  "symbols": ["F", "S", "C", "C", "O", "O", "H", "H", "H", "C", "N", "O", "O", "C", "C", "C", "C", "C", "C", "H", "H", "H", "H", "H", "H"],
  "xyz": [[-1.18698, 1.45308, -0.83888], [-1.07903, 0.14288, 0.14518], [-0.25489, 0.82649, 1.52936], [-0.44105, 0.11770, 2.67288], [-2.44758, -0.09025, 0.50051], [-0.28041, -0.81993, -0.55714], [0.34858, 1.72487, 1.40383], [0.10941, 0.36178, 3.57683], [-0.92107, -0.87779, 2.59869], [-2.03737, 0.29631, 4.19717], [-1.42762, -0.71670, 4.99784], [-1.56216, -1.93833, 4.73403], [-0.62444, -0.31684, 5.90734], [-2.30215, 1.60327, 4.75916], [-1.37321, 2.15478, 5.67264], [-1.42740, 3.50540, 6.01073], [-2.43092, 4.32690, 5.48834], [-3.41390, 3.77616, 4.65097], [-3.36194, 2.43326, 4.28104], [-2.63615, -0.03371, 3.32461], [-0.62602, 1.48286, 6.08890], [-0.68197, 3.90170, 6.69347], [-2.48448, 5.38412, 5.76002], [-4.24118, 4.38337, 4.28789], [-4.11498, 1.95594, 3.64120]]
}